A 10-piece molecular cluster, C5H31N2O10 overall at a distorted geometry. Source: the OMol25 dataset; level of theory: the ωB97M-V functional and the def2-TZVPD basis.

The geometry in XYZ format:
```
48
Properties=species:S:1:pos:R:3:forces:R:3
N -1.584021 -0.053771 1.607097 1.786 1.425 -1.005
C -1.044339 -1.182455 0.790125 -0.819 -3.167 1.066
C -2.166345 -2.231211 0.429635 0.710 1.469 0.164
C -0.349416 -0.773212 -0.484562 1.361 -1.355 0.128
N 0.976697 -0.281694 -0.070296 -0.591 1.232 -0.007
C 1.496757 0.967247 -0.729311 -0.185 -2.062 1.429
C 0.420776 2.004911 -0.724023 -1.480 1.349 -0.125
O -0.712201 1.873426 -0.264053 1.013 -0.429 0.024
H -2.239507 0.616452 1.156519 0.568 -0.076 0.103
H -0.658892 0.392644 1.844637 -1.267 0.556 -0.433
H -1.911153 -0.185258 2.545859 -0.460 -1.231 0.363
H -0.252554 -1.643616 1.518267 -1.615 0.610 -1.723
H -2.886524 -1.706184 -0.277045 0.843 -1.103 0.534
H -2.694265 -2.476048 1.342532 -0.264 -0.290 0.074
H -1.649380 -3.141680 0.049053 -0.777 0.771 -0.026
H -0.929495 -0.173941 -1.156064 -0.143 0.896 0.099
H -0.279019 -1.686300 -1.132831 0.240 0.192 0.808
H 1.639215 -1.076518 0.060218 -0.837 1.398 -0.317
H 2.255138 1.377238 -0.028224 -0.106 -0.062 -0.636
H 2.023641 0.630351 -1.641504 -0.410 1.365 -0.161
H 0.548183 3.069530 -1.024746 1.232 -0.634 -0.447
H 4.967180 -0.080028 0.024482 0.242 -0.319 -0.049
H 3.521289 -0.653907 -0.231926 0.550 -0.421 -0.109
O 4.035215 0.121312 0.029359 -0.096 0.940 0.435
H 0.923374 -0.792735 -3.326701 0.584 -0.093 -0.516
H 2.087735 -0.767003 -4.339525 -0.019 -0.091 0.322
O 1.833198 -1.140447 -3.483432 -0.778 0.327 0.312
H -0.311829 0.670431 4.416037 1.245 0.044 -0.261
H 0.992792 0.319012 3.455549 1.730 0.615 0.588
O 0.087457 0.228052 3.650873 -2.556 -0.814 0.050
H -2.615624 1.812518 -1.612245 0.670 0.577 -2.809
H -2.168637 2.915052 -2.676085 -0.206 0.092 0.189
O -2.399255 1.981062 -2.608207 -0.870 -0.186 2.682
H -1.012002 0.637554 -4.692259 1.009 -0.438 1.916
H -1.088061 1.197521 -3.252148 0.094 -0.669 -0.227
O -0.587965 0.528080 -3.778421 -0.715 0.508 -1.835
H 0.485937 -4.451509 1.640371 -0.341 0.899 0.231
H 0.504971 -3.689451 2.946957 -0.055 0.128 0.082
O 0.207814 -3.592876 2.035030 0.542 -1.315 -0.171
H -2.667710 2.724519 0.436503 -0.090 -0.443 0.365
H -3.006102 2.828500 1.906670 -0.233 -1.079 -0.900
O -3.096423 2.197640 1.139220 0.176 1.725 0.621
H 2.381648 -1.575378 -1.730869 0.666 -0.764 -0.382
H 3.444617 -2.591210 -1.104854 1.327 -1.205 -0.932
O 2.740120 -2.013371 -0.930399 -1.571 0.990 0.549
H 0.424918 2.714159 2.015660 0.192 -0.045 0.137
H 0.389014 3.012121 3.544983 0.209 0.018 -0.181
O -0.076969 3.140472 2.714094 -0.503 0.165 -0.020
```
Forces are in eV/Å.

* HOMO level: -11.7 eV
* energy: -29136.2295 eV
* charge: +1
* lowest unoccupied orbital energy: -2.586 eV

The net atomic charges from Mulliken, expressed in e, are: atom 1 (N): -0.031, atom 2 (C): 0.003, atom 3 (C): -1.509, atom 4 (C): -0.787, atom 5 (N): -0.150, atom 6 (C): -0.336, atom 7 (C): -0.629, atom 8 (O): -0.254, atom 9 (H): 0.307, atom 10 (H): 0.162, atom 11 (H): 0.448, atom 12 (H): 0.432, atom 13 (H): 0.342, atom 14 (H): 0.425, atom 15 (H): 0.362, atom 16 (H): 0.187, atom 17 (H): 0.547, atom 18 (H): 0.447, atom 19 (H): 0.351, atom 20 (H): 0.569, atom 21 (H): 0.349, atom 22 (H): 0.294, atom 23 (H): 0.378, atom 24 (O): -0.619, atom 25 (H): 0.297, atom 26 (H): 0.312, atom 27 (O): -0.672, atom 28 (H): 0.274, atom 29 (H): 0.288, atom 30 (O): -0.599, atom 31 (H): 0.306, atom 32 (H): 0.347, atom 33 (O): -0.679, atom 34 (H): 0.295, atom 35 (H): 0.363, atom 36 (O): -0.626, atom 37 (H): 0.263, atom 38 (H): 0.264, atom 39 (O): -0.550, atom 40 (H): 0.273, atom 41 (H): 0.334, atom 42 (O): -0.672, atom 43 (H): 0.339, atom 44 (H): 0.287, atom 45 (O): -0.718, atom 46 (H): 0.283, atom 47 (H): 0.285, atom 48 (O): -0.584